Below is an isolated molecule of C3H5N3 in a non-equilibrium geometry, with properties calculated with ωB97M-V/def2-TZVPD.

As for the strongest force on any atom: 5.92 eV Å⁻¹. The multiplicity is 1. The calculation puts the molar mass at 83.1 g mol⁻¹. As for the SMILES: [H]\N=C/C(/C=N/[H])=N/[H]. As for the energy above the lowest of the compared OMol25 structures with the same formula, charge and spin: 109.0 kcal per mole. As for the HOMO energy: -8.647 eV. The LUMO energy comes out at -0.1 eV. The gap between HOMO and LUMO comes out at 8.548 eV.

Element x y z (Å)
N1 -1.096 1.810 -0.191
N2 0.364 -2.445 0.269
N3 1.555 0.855 -0.615
C1 0.621 0.170 -0.055
C2 0.760 -1.299 0.055
C3 -0.789 0.645 0.176
H1 -2.066 2.059 -0.008
H2 1.222 -0.685 1.063
H3 -1.502 -0.093 0.568
H4 -0.292 -2.811 -0.427
H5 1.223 1.793 -0.836

Atomic forces in eV per Å
0.3 0.2 0.3
-0.4 -1.4 -0.4
-0.5 -0.2 0.1
-0.2 -0.3 -4.9
0.1 4.2 4.2
-0.5 0.1 0.2
0.0 -0.3 -0.1
0.7 -2.5 0.2
0.2 0.2 0.1
0.2 0.0 -0.3
0.1 0.1 0.7

Below is an isolated molecule of C3H5N3 in a non-equilibrium geometry, with properties calculated with ωB97M-V/def2-TZVPD.

As for the strongest force on any atom: 1.69 eV Å⁻¹. The multiplicity is 1. The calculation puts the molar mass at 83.1 g mol⁻¹. As for the SMILES: Nc1cc[nH]n1. As for the energy above the lowest of the compared OMol25 structures with the same formula, charge and spin: 79.6 kcal per mole. As for the HOMO energy: -8.578 eV. The LUMO energy comes out at 0.2 eV. The gap between HOMO and LUMO comes out at 8.754 eV.

Element x y z (Å)
N1 0.292 -1.352 0.016
N2 1.604 -0.744 -0.114
N3 -1.863 -0.423 0.151
C1 -0.518 -0.349 -0.049
C2 0.192 0.950 -0.153
C3 1.445 0.640 0.253
H1 1.690 -0.651 -1.145
H2 -0.192 1.826 -0.649
H3 -2.422 0.410 0.147
H4 -2.281 -1.288 0.451
H5 2.053 0.982 1.092

Atomic forces in eV per Å
-0.5 0.3 -0.6
0.7 -1.0 0.8
-0.1 -0.1 -0.3
0.1 0.0 -0.4
-0.3 0.3 0.3
-0.8 -0.6 -0.3
0.6 -0.5 0.7
-0.4 0.6 1.1
0.1 -0.1 0.1
0.1 0.1 -0.1
0.6 0.9 -1.3

Below is an isolated molecule of C3H5N3, with properties calculated with ωB97M-V/def2-TZVPD.

As for the strongest force on any atom: 0.79 eV Å⁻¹. The multiplicity is 1. The calculation puts the molar mass at 83.1 g mol⁻¹. As for the SMILES: [H]/N=N/C=C=NC. As for the energy above the lowest of the compared OMol25 structures with the same formula, charge and spin: 79.0 kcal per mole. As for the HOMO energy: -8.889 eV. The LUMO energy comes out at 0.4 eV. The gap between HOMO and LUMO comes out at 9.264 eV.

Element x y z (Å)
N1 2.276 0.868 -0.157
N2 -0.845 -0.787 0.604
N3 2.692 -0.307 -0.213
C1 0.944 0.956 0.261
C2 0.083 -0.050 0.361
C3 -2.105 -0.641 -0.123
H1 -1.968 -0.372 -1.179
H2 -2.723 -1.534 -0.014
H3 -2.603 0.191 0.386
H4 0.571 1.926 0.568
H5 3.678 -0.250 -0.493

Atomic forces in eV per Å
0.1 -0.5 -0.1
0.4 0.6 -0.2
0.1 0.3 -0.1
-0.1 0.1 0.0
-0.4 -0.2 0.4
-0.3 0.0 -0.1
0.0 -0.2 0.2
0.2 0.1 -0.1
-0.2 -0.2 -0.2
0.2 0.0 0.1
-0.1 0.0 -0.1

- multiplicity of number 1 (C3H5N3)?
  1

- Which of these has the highest strongest force on any atom?
  number 1

- What is the formula in the second record?
  C3H5N3